[1]
Computed, not measured: a structure of composition C19H52NO12S8 in a non-equilibrium geometry, with wB97M-V/def2-TZVPD.

Cartesian coordinates (Å):
S (1.876, -1.803, -0.030)
S (-0.128, -2.359, -1.841)
S (7.151, 6.329, 5.778)
S (-4.425, -4.432, -1.839)
S (-0.100, -2.008, -7.500)
S (3.145, 2.329, 4.075)
S (-5.154, 3.512, -1.445)
S (1.602, -4.200, 4.442)
O (3.217, -2.273, 0.294)
O (-4.099, -3.296, -2.737)
O (-5.234, 2.063, -1.760)
O (-0.599, -3.588, -2.498)
O (2.307, 3.114, 3.129)
O (6.288, 5.140, 6.003)
O (-0.336, -0.931, -6.504)
O (1.416, -3.178, 5.514)
O (-0.897, -0.025, -2.862)
O (-1.082, -1.903, -0.843)
O (1.017, -1.953, 1.138)
O (2.082, -0.233, -0.395)
N (1.404, -2.666, -1.331)
C (-0.610, 0.823, 1.829)
C (-1.973, 0.211, -3.776)
C (3.659, 3.481, 5.357)
C (-5.727, -5.385, -2.647)
C (0.928, 0.584, -0.097)
C (0.650, -3.380, -6.610)
C (7.258, 7.209, 7.345)
C (6.143, 7.561, 4.939)
C (-6.028, 3.767, 0.109)
C (-3.136, -5.665, -2.043)
C (2.877, -3.594, 3.337)
C (0.857, 1.031, 1.383)
C (2.037, 1.347, 5.098)
C (-3.067, -0.867, -3.825)
C (-6.368, 4.346, -2.482)
C (-0.085, -1.105, -3.198)
C (-4.435, -0.340, -3.360)
C (2.589, -5.529, 5.158)
C (1.373, -1.553, -8.433)
H (7.781, 8.153, 7.196)
H (2.490, -2.727, 2.807)
H (-1.556, 0.419, -4.764)
H (-5.086, -1.145, -3.032)
H (-5.457, 3.280, 0.896)
H (6.256, 7.385, 7.737)
H (6.700, 8.495, 4.862)
H (1.988, -6.026, 5.918)
H (-3.144, -1.253, -4.847)
H (3.757, -3.310, 3.918)
H (1.478, 0.329, 1.938)
H (-3.409, -6.567, -1.491)
H (-6.429, 5.397, -2.197)
H (-3.007, -5.888, -3.103)
H (1.509, -3.024, -6.041)
H (1.262, 1.988, 5.519)
H (3.488, -5.115, 5.615)
H (2.186, -1.319, -7.745)
H (-0.095, -3.785, -5.927)
H (-2.213, -5.248, -1.646)
H (-2.833, -1.740, -3.209)
H (-4.257, 0.360, -2.537)
H (3.133, -4.366, 2.612)
H (-7.340, 3.865, -2.371)
H (-5.915, -6.297, -2.080)
H (4.185, 2.942, 6.145)
H (1.654, -2.376, -9.090)
H (5.919, 7.188, 3.941)
H (-6.037, 4.267, -3.515)
H (-0.780, 1.119, 2.863)
H (2.609, 0.866, 5.891)
H (0.947, -0.779, -3.360)
H (2.853, -6.242, 4.377)
H (-0.394, -1.617, -4.106)
H (5.215, 7.714, 5.489)
H (1.580, 0.586, 4.467)
H (7.818, 6.588, 8.041)
H (4.331, 4.208, 4.912)
H (-0.015, 0.152, -0.424)
H (-1.242, 1.396, 1.144)
H (-6.629, -4.776, -2.666)
H (0.954, -4.150, -7.320)
H (-2.444, 1.133, -3.428)
H (1.170, 2.055, 1.519)
H (1.135, -0.675, -9.029)
H (2.784, 3.991, 5.764)
H (-4.961, 0.175, -4.171)
H (1.064, 1.490, -0.694)
H (-7.022, 3.324, 0.049)
H (-6.098, 4.836, 0.316)
H (-5.427, -5.627, -3.668)
H (-0.850, -0.225, 1.654)

Properties
- Kohn-Sham gap: 7.45 eV
- Molar mass: 743.2 g mol⁻¹
- Charge: -1
- Largest force on an atom: 0.0629 Eh/bohr
- Calculated total energy: -4898.0677 Eh
- Lowest unoccupied orbital energy: 1.75 eV

Which charges does Mulliken predict for the atoms? In e, they are:
1 S 1.319
2 S 1.008
3 S 0.433
4 S 0.406
5 S 0.412
6 S 0.530
7 S 0.487
8 S 0.537
9 O -0.783
10 O -0.501
11 O -0.537
12 O -0.686
13 O -0.636
14 O -0.521
15 O -0.496
16 O -0.646
17 O -0.289
18 O -0.620
19 O -0.547
20 O -0.428
21 N -0.657
22 C -1.477
23 C -0.747
24 C -0.929
25 C -1.032
26 C -0.622
27 C -0.886
28 C -0.939
29 C -0.955
30 C -1.011
31 C -0.845
32 C -0.505
33 C 0.648
34 C -0.867
35 C 0.668
36 C -0.973
37 C -0.493
38 C -1.143
39 C -0.930
40 C -1.003
41 H 0.368
42 H -0.145
43 H 0.103
44 H 0.275
45 H 0.317
46 H 0.296
47 H 0.392
48 H 0.323
49 H 0.240
50 H 0.409
51 H -0.233
52 H 0.433
53 H 0.367
54 H 0.267
55 H 0.285
56 H 0.290
57 H 0.272
58 H 0.304
59 H 0.256
60 H 0.194
61 H -0.125
62 H 0.325
63 H 0.346
64 H 0.298
65 H 0.380
66 H 0.360
67 H 0.387
68 H 0.319
69 H 0.313
70 H 0.368
71 H 0.364
72 H 0.518
73 H 0.331
74 H 0.213
75 H 0.302
76 H 0.253
77 H 0.309
78 H 0.247
79 H 0.100
80 H 0.336
81 H 0.321
82 H 0.423
83 H 0.475
84 H 0.492
85 H 0.314
86 H 0.362
87 H 0.281
88 H 0.297
89 H 0.300
90 H 0.388
91 H 0.291
92 H 0.355


[2]
Computed, not measured: a cluster of 8 separate species, C47H102BrClN9O10S2 in total in a non-equilibrium geometry, with wB97M-V/def2-TZVPD.

Cartesian coordinates (Å):
Br (-3.907, 0.663, -2.625)
Cl (-3.894, -1.563, 0.620)
S (-4.748, 4.364, -3.698)
S (-4.091, 2.223, 2.151)
O (-3.613, -6.107, 2.045)
O (-5.303, 5.490, -4.375)
O (5.680, 5.350, 2.419)
O (-3.229, -10.097, 2.997)
O (0.654, -8.924, -1.646)
O (-3.262, 6.999, -9.794)
O (-5.796, 3.807, -2.655)
O (1.796, -9.808, 5.697)
O (-4.255, 3.267, -4.483)
O (8.503, 9.821, -0.134)
N (2.887, -9.134, -1.959)
N (-3.000, 0.897, 1.468)
N (7.158, 7.054, 2.656)
N (-5.048, 6.844, -8.406)
N (-0.206, -10.272, 6.660)
N (-1.548, -9.743, 1.503)
N (-5.474, -5.198, 3.005)
N (9.981, 11.529, 0.066)
N (-7.229, 1.349, 1.345)
C (-0.096, -0.301, 2.977)
C (2.014, 4.872, 0.462)
C (2.759, -1.009, -2.982)
C (-6.415, 7.210, -8.104)
C (3.201, 5.822, 0.266)
C (-3.774, 0.186, 0.299)
C (-1.806, 1.601, 0.820)
C (-0.645, -2.589, -2.047)
C (3.504, -0.361, -1.833)
C (7.971, 7.865, 3.536)
C (-4.327, 5.973, -7.494)
C (-1.655, -10.255, 6.580)
C (2.560, 0.431, -0.893)
C (-4.871, -3.881, 3.069)
C (1.792, -8.526, -1.463)
C (9.978, 11.763, -1.370)
C (-0.279, -10.195, 0.961)
C (0.578, -9.816, 5.667)
C (1.471, 4.217, -0.825)
C (2.699, -10.315, -2.788)
C (1.085, -0.955, 2.249)
C (1.353, 2.694, -0.720)
C (-4.758, -6.204, 2.455)
C (-6.198, 0.302, 1.301)
C (-1.931, -1.805, -2.033)
C (-2.968, 3.169, -0.834)
C (-1.438, -0.891, 2.510)
C (0.437, -10.797, 7.852)
C (4.232, -8.664, -1.694)
C (-1.727, -0.485, -1.288)
C (-2.243, 1.829, -0.637)
C (1.831, -2.115, -2.489)
C (-2.162, -10.412, 2.488)
C (-5.216, 0.667, 0.174)
C (10.807, 12.359, 0.920)
C (-2.643, 0.024, 2.669)
C (7.187, 7.326, 1.223)
C (-2.213, -8.546, 0.994)
C (-2.511, 3.902, -2.099)
C (9.211, 10.541, 0.551)
C (-3.510, 4.940, -2.603)
C (-4.410, 7.283, -9.510)
C (-6.806, -5.402, 3.533)
C (2.680, 1.956, -0.985)
C (0.397, -1.950, -2.951)
C (6.380, 6.062, 3.120)
C (-2.902, 0.472, -0.976)
H (9.278, 10.438, 1.649)
H (-2.067, -9.648, 7.388)
H (-1.292, 1.925, -1.194)
H (2.192, -3.067, -2.872)
H (6.431, 5.944, 4.216)
H (2.208, -0.259, -3.562)
H (0.982, 2.427, 0.283)
H (0.314, -2.461, -3.917)
H (-5.241, 1.747, 0.010)
H (-1.068, 0.120, -1.926)
H (2.023, -7.640, -0.847)
H (0.619, 2.323, -1.455)
H (-8.048, 1.010, 1.840)
H (-2.356, -7.822, 1.790)
H (0.171, -0.894, -3.151)
H (-0.368, -10.400, -0.102)
H (-5.300, -7.162, 2.440)
H (1.514, 0.148, -1.073)
H (2.010, -0.895, 2.821)
H (-5.587, 0.202, -0.743)
H (-2.727, 3.803, 0.025)
H (-2.049, -11.270, 6.662)
H (2.797, 0.152, 0.140)
H (1.241, -0.508, 1.260)
H (-7.086, -6.445, 3.401)
H (2.180, -11.096, -2.232)
H (-1.596, 4.471, -1.894)
H (-1.365, -1.306, 1.502)
H (-3.932, -3.911, 3.625)
H (2.867, 6.820, -0.035)
H (-6.795, 7.861, -8.889)
H (-2.453, 0.705, 3.503)
H (10.649, 12.590, -1.592)
H (4.742, -8.398, -2.623)
H (-3.551, -0.529, 2.915)
H (7.836, 7.536, 4.565)
H (-1.620, -8.116, 0.189)
H (-3.199, -8.818, 0.615)
H (-7.560, 1.533, 0.401)
H (2.311, 4.092, 1.170)
H (-1.971, -9.836, 5.627)
H (-0.889, -3.578, -2.445)
H (3.788, 5.897, 1.186)
H (-6.847, -5.164, 4.597)
H (-0.920, 0.973, 0.865)
H (10.309, 10.873, -1.905)
H (-1.654, -1.760, 3.145)
H (-2.699, -2.425, -1.586)
H (7.521, 6.438, 0.684)
H (1.199, 5.436, 0.926)
H (3.433, 2.282, -0.256)
H (-7.535, -4.779, 3.010)
H (-0.262, -2.748, -1.029)
H (11.860, 12.268, 0.650)
H (-7.053, 6.325, -8.048)
H (1.855, -2.139, -1.392)
H (0.476, 4.627, -1.043)
H (10.686, 12.044, 1.955)
H (-3.038, 5.727, -3.197)
H (0.028, -0.479, 4.048)
H (2.100, -10.077, -3.666)
H (-2.302, 3.188, -2.899)
H (-2.200, -1.622, -3.077)
H (4.268, 0.316, -2.231)
H (-3.436, 6.479, -7.120)
H (-6.627, -0.677, 1.060)
H (3.880, 5.415, -0.492)
H (3.031, 2.229, -1.989)
H (-6.462, 3.322, -3.167)
H (-0.062, 0.775, 2.779)
H (-3.104, 2.622, 2.956)
H (4.819, -9.430, -1.186)
H (7.685, 8.917, 3.468)
H (9.029, 7.777, 3.279)
H (-5.564, -3.199, 3.557)
H (-4.664, -3.513, 2.062)
H (-5.711, 0.264, 2.276)
H (4.189, -7.785, -1.056)
H (1.080, -11.642, 7.604)
H (4.025, -1.144, -1.268)
H (-5.035, 7.937, -10.141)
H (-4.963, 5.708, -6.662)
H (-1.671, 2.571, 1.296)
H (-4.009, 5.068, -8.013)
H (0.008, -9.442, 4.797)
H (-1.597, -11.303, 2.819)
H (8.974, 12.007, -1.717)
H (2.115, 4.472, -1.677)
H (1.059, -10.036, 8.324)
H (10.518, 13.408, 0.839)
H (0.499, -9.445, 1.109)
H (7.858, 8.153, 1.015)
H (0.884, -2.020, 2.082)
H (-0.331, -11.121, 8.551)
H (-4.056, 3.084, -0.847)
H (-6.478, 7.738, -7.151)
H (-1.157, -0.697, -0.376)
H (3.515, -1.451, -3.643)
H (0.007, -11.108, 1.483)
H (6.188, 7.580, 0.870)
H (-4.051, 5.382, -1.758)
H (3.673, -10.682, -3.101)

Properties
- Kohn-Sham gap: 6.62 eV
- Molar mass: 1132.9 g mol⁻¹
- Charge: +1
- Largest force on an atom: 0.0256 Eh/bohr
- Calculated total energy: -6927.5321 Eh
- Lowest unoccupied orbital energy: -3.37 eV

Mulliken atomic charge list, values in e, 99 entries:
1 Br -0.067
2 Cl -0.007
3 S 1.312
4 S -0.054
5 O -0.663
6 O -0.661
7 O -0.586
8 O -0.619
9 O -0.639
10 O -0.584
11 O -0.456
12 O -0.619
13 O -0.623
14 O -0.684
15 N 0.112
16 N -0.106
17 N 0.148
18 N 0.158
19 N 0.105
20 N 0.198
21 N 0.198
22 N 0.086
23 N -0.585
24 C -0.420
25 C -0.680
26 C -0.884
27 C -0.843
28 C -1.217
29 C 1.474
30 C -1.061
31 C -1.215
32 C -1.471
33 C -0.843
34 C -0.941
35 C -0.839
36 C 1.568
37 C -0.880
38 C 0.174
39 C -0.954
40 C -0.915
41 C 0.167
42 C -0.661
43 C -0.934
44 C -1.100
45 C 0.890
46 C 0.138
47 C -0.682
48 C -0.719
49 C -1.058
50 C 0.056
51 C -0.939
52 C -0.923
53 C -1.222
54 C 1.337
55 C -0.781
56 C -0.004
57 C -1.939
58 C -0.902
59 C -0.996
60 C -0.607
61 C -0.868
62 C 0.153
63 C 0.436
64 C -1.457
65 C 0.109
66 C -0.925
67 C -1.377
68 C -0.503
69 C 0.093
70 C 1.031
71 H 0.043
72 H 0.331
73 H -0.555
74 H 0.617
75 H 0.248
76 H 0.372
77 H -0.114
78 H 0.487
79 H 0.315
80 H 0.751
81 H 0.308
82 H 0.254
83 H 0.279
84 H 0.343
85 H 0.255
86 H 0.409
87 H 0.290
88 H -0.992
89 H 0.510
90 H 0.944
91 H 0.403
92 H 0.321
93 H 0.236
94 H -0.059
95 H 0.309
96 H 0.271
97 H -0.480
98 H -0.176
99 H 0.290


[3]
Computed, not measured: the molecule C5H8N2, with wB97M-V/def2-TZVPD.

Cartesian coordinates (Å):
N (1.069, -0.029, -0.022)
N (0.019, -0.849, 0.140)
C (-0.685, 1.262, -0.251)
C (-2.429, -0.660, 0.125)
C (0.690, 1.248, -0.255)
C (2.413, -0.542, 0.128)
C (-1.054, -0.079, 0.001)
H (-2.380, -1.749, 0.052)
H (-1.337, 2.109, -0.413)
H (2.835, -0.278, 1.104)
H (1.419, 2.032, -0.415)
H (2.359, -1.627, 0.043)
H (-3.092, -0.288, -0.663)
H (3.056, -0.148, -0.663)
H (-2.883, -0.403, 1.089)

Properties
- Kohn-Sham gap: 9.98 eV
- Molar mass: 96.1 g mol⁻¹
- Charge: 0
- Relative energy (zero: lowest compared OMol25 entry of this formula, charge and spin): 0.4608 eV
- Largest force on an atom: 0.0041 Eh/bohr
- Calculated total energy: -304.8186 Eh
- Lowest unoccupied orbital energy: 1.05 eV
- SMILES: Cc1ccn(C)n1

Which charges does Mulliken predict for the atoms? In e, they are:
1 N 0.685
2 N -0.856
3 C -0.760
4 C -1.001
5 C -0.306
6 C -0.820
7 C 0.599
8 H 0.305
9 H 0.344
10 H 0.283
11 H 0.402
12 H 0.293
13 H 0.294
14 H 0.309
15 H 0.230


Question: The lowest lowest unoccupied orbital energy belongs to which entry?
Answer: C47H102BrClN9O10S2


Question: Among the records above, which one has the highest charge?
Answer: C47H102BrClN9O10S2


Question: Among the records above, which one has the highest molar mass?
Answer: C47H102BrClN9O10S2